No. 1
Here is a structure of composition C27H27Cl5FFeN7O4 from OMol25. Energies are from the ωB97M-V functional and the def2-TZVPD basis.

The expectation value of S² is 6.015. The gap between HOMO and LUMO (spin up / spin down) comes out at 7.5 / 7.4 eV. As for the highest occupied orbital energy (spin up / spin down): -7.93 / -7.82 eV. As for the charge: 0. Its multiplicity is 5. Its LUMO energy (spin up / spin down) is -0.41 / -0.46 eV.

Structure (XYZ):
```
72
Properties=species:S:1:pos:R:3:forces:R:3:mulliken_spin:R:1
Fe 0.192327 -0.042765 0.051372 0.506 -0.620 0.424 3.7250
C -2.405742 -0.950503 3.517139 0.067 -0.062 -0.003 0.0039
C -1.745209 -0.623659 2.211454 -0.087 0.083 -0.123 0.0176
N -0.500030 -0.469467 2.031101 -0.350 -0.012 0.164 -0.0034
C 0.511617 -0.477544 3.063286 0.064 0.161 -0.146 0.0044
C 1.760740 -1.204945 2.545551 0.018 -0.033 0.111 0.0120
N 2.034680 -0.961791 1.119683 0.130 -0.068 0.066 0.0471
C 3.256549 -0.232638 0.769087 0.120 -0.060 -0.069 0.0037
C 3.001823 1.265786 0.713185 0.073 0.042 0.105 0.0093
N 1.790973 1.538138 -0.056986 -0.263 0.096 -0.191 0.0861
C 1.903929 2.204411 -1.359245 0.136 0.107 -0.106 0.0054
C 0.848990 1.713809 -2.387416 -0.100 -0.114 0.069 0.0066
N -0.263353 1.086939 -1.696767 -0.131 0.081 -0.339 0.0334
C -1.449979 1.026464 -2.151787 -0.196 -0.069 0.125 0.0392
C -1.888051 1.512679 -3.500601 0.173 -0.050 0.016 0.0008
C -2.455293 0.474479 -1.168536 0.114 0.103 -0.247 0.0102
C -3.826082 0.687136 -1.240179 -0.015 -0.065 0.100 0.0031
C -4.588199 0.338998 -0.131661 0.030 0.048 -0.041 -0.0039
C -3.976218 -0.151006 1.014596 0.038 -0.033 -0.085 -0.0002
C -2.598666 -0.333492 0.997847 0.037 0.016 0.153 -0.0019
N -1.905573 -0.081812 -0.100876 -0.149 0.325 0.096 -0.0091
H -2.414085 -0.079303 4.174421 0.007 0.033 0.001 0.0001
H -1.862674 -1.750887 4.018056 0.018 0.022 0.023 -0.0003
H -3.429424 -1.285632 3.376153 -0.002 -0.022 0.000 0.0010
H 0.182240 -0.924631 4.003494 0.000 -0.052 0.028 0.0031
H 0.743775 0.583176 3.240759 -0.059 -0.162 -0.039 -0.0017
H 1.630065 -2.279947 2.685713 -0.033 -0.002 -0.010 -0.0003
H 2.616995 -0.903973 3.155973 0.000 -0.021 -0.004 0.0001
H 2.044175 -1.857914 0.651746 0.059 0.065 0.038 -0.0052
H 3.551993 -0.578175 -0.224600 0.008 0.031 0.087 -0.0012
H 4.084519 -0.455530 1.452278 -0.027 0.014 0.034 0.0002
H 3.878188 1.778778 0.304577 -0.033 -0.018 -0.021 -0.0015
H 2.835451 1.665700 1.716152 0.034 -0.066 0.033 -0.0005
H 1.196413 2.105277 0.533292 -0.088 0.089 -0.035 -0.0374
H 2.900579 2.025066 -1.767352 -0.019 -0.029 -0.002 -0.0022
H 1.785345 3.284218 -1.234938 0.049 -0.087 0.004 0.0002
H 1.285568 0.972227 -3.061051 -0.003 0.035 0.001 -0.0024
H 0.521052 2.556258 -3.000582 -0.025 0.016 -0.021 0.0016
H -1.256191 1.061065 -4.266247 0.024 -0.030 -0.015 -0.0003
H -1.784554 2.594658 -3.582221 -0.041 -0.020 -0.018 0.0002
H -2.922622 1.263600 -3.714595 0.011 0.017 0.005 0.0004
H -4.284266 1.153896 -2.100584 -0.009 0.016 0.016 -0.0004
H -5.656874 0.505044 -0.144460 -0.016 -0.005 0.002 -0.0001
H -4.559466 -0.356184 1.899291 -0.026 0.005 0.005 0.0002
F -5.146704 3.752023 -0.461398 0.071 0.001 0.014 -0.0001
C -3.841336 4.066041 -0.459398 -0.008 -0.063 -0.059 0.0004
C -3.160169 4.203930 0.681403 0.001 -0.078 0.020 -0.0005
N -1.829933 4.532794 0.716552 -0.092 0.228 -0.039 0.0003
C -1.054787 4.301002 1.928782 -0.099 0.211 0.016 0.0025
C -0.371328 2.936348 1.847643 0.238 -0.246 0.243 -0.0018
O 0.555425 2.714110 2.639542 0.156 0.122 0.159 -0.0001
O -0.806262 2.167672 0.958030 -0.229 -0.168 -0.345 0.0040
C -1.101508 4.650930 -0.447461 -0.222 0.018 0.015 -0.0002
O 0.093372 4.840046 -0.475608 0.182 0.028 0.004 0.0000
N -1.851101 4.558635 -1.609310 0.054 -0.004 -0.085 -0.0002
C -3.184057 4.197183 -1.747632 -0.071 0.030 0.128 0.0003
O -3.686867 4.011992 -2.834927 -0.070 0.029 -0.074 0.0001
H -3.642355 4.048492 1.636311 0.005 0.020 0.011 -0.0001
H -1.735140 4.327789 2.779715 0.040 0.022 0.008 0.0003
H -0.304600 5.078114 2.051422 -0.036 -0.013 -0.027 0.0000
H -1.331089 4.691173 -2.466951 -0.025 0.004 0.085 -0.0002
Cl 1.816530 -1.458763 -2.137092 0.012 -0.067 -0.034 0.0135
C 1.088508 -2.825134 -1.269394 0.002 0.053 -0.091 -0.0228
C 0.045495 -2.530790 -0.406333 0.248 0.211 -0.196 0.0486
C -0.485622 -3.665765 0.181283 -0.265 0.019 0.113 0.0221
Cl -1.921134 -3.510808 1.205019 0.094 -0.037 -0.016 0.0028
C -0.008070 -4.963655 -0.003775 -0.036 -0.081 -0.004 -0.0049
Cl -0.724427 -6.317005 0.795909 0.028 0.028 -0.014 0.0014
C 1.068603 -5.175336 -0.861848 0.016 0.014 -0.002 0.0005
Cl 1.690191 -6.759956 -1.124383 -0.011 0.017 0.019 -0.0003
C 1.626319 -4.083587 -1.520737 0.002 -0.002 -0.072 -0.0095
Cl 2.940514 -4.315477 -2.616983 -0.030 0.002 0.031 0.0015
```
Positions in Å, forces in eV/Å.

No. 2
Here is a structure of composition C27H27F3FeN4O2PS4 from OMol25. Energies are from the ωB97M-V functional and the def2-TZVPD basis.

The expectation value of S² is 8.783. The gap between HOMO and LUMO (spin up / spin down) comes out at 7.5 / 5.6 eV. As for the highest occupied orbital energy (spin up / spin down): -7.42 / -7.51 eV. As for the charge: 0. Its multiplicity is 6. Its LUMO energy (spin up / spin down) is 0.07 / -1.90 eV.

Structure (XYZ):
```
69
Properties=species:S:1:pos:R:3:forces:R:3:mulliken_spin:R:1
Fe -0.066074 -0.120080 0.380418 0.080 -0.156 0.074 3.7344
S -1.993972 -0.726395 1.608278 -0.282 0.288 0.027 0.1224
C -1.558893 -2.319555 2.179758 0.074 -0.016 -0.047 0.0022
C -2.012280 -2.770013 3.424623 0.029 -0.014 0.003 0.0025
C -1.689488 -4.032202 3.889582 -0.031 0.006 0.003 0.0011
C -0.897652 -4.889995 3.133826 0.031 0.007 -0.014 0.0051
C -0.451062 -4.474471 1.891663 0.046 0.042 -0.006 -0.0042
C -0.785547 -3.208498 1.419034 -0.085 -0.104 0.020 0.0067
S -0.228410 -2.712679 -0.185815 0.031 0.074 0.030 0.0563
C -1.784996 -2.703751 -1.113786 -0.029 -0.099 -0.063 0.0079
C -2.139834 -1.495320 -1.954872 0.051 -0.091 -0.037 0.0129
C -3.101883 -1.723632 -2.942552 0.070 -0.037 -0.067 0.0037
C -3.519876 -0.688258 -3.745451 -0.028 -0.001 -0.022 -0.0010
C -2.979622 0.570261 -3.529933 -0.047 -0.042 0.030 -0.0008
C -2.043159 0.720794 -2.526715 0.089 0.033 0.099 -0.0050
C -1.532171 2.092521 -2.199599 0.019 0.024 0.080 0.0174
S 0.759127 2.140745 0.479967 -0.288 0.016 -0.023 0.3256
C 2.310361 1.897132 1.174647 0.055 -0.168 0.028 0.0774
C 3.265476 2.936630 1.073046 0.011 -0.027 0.031 -0.0185
C 4.540247 2.780308 1.545500 0.011 0.032 -0.010 0.0499
C 4.929925 1.573337 2.157506 0.017 -0.013 0.002 0.0193
C 4.025350 0.557948 2.302330 -0.028 0.063 -0.020 0.0086
C 2.693757 0.684402 1.829405 -0.013 0.145 -0.083 0.0533
S 1.600701 -0.605236 2.085708 -0.086 -0.106 -0.042 0.4741
N -1.603317 -0.292222 -1.758669 0.042 -0.111 0.139 -0.0232
H -2.611369 -2.099129 4.026183 -0.005 -0.012 -0.002 -0.0020
H -2.058650 -4.351918 4.856274 0.026 0.015 0.006 -0.0003
H -0.632433 -5.869688 3.508252 -0.012 0.004 -0.009 0.0002
H 0.166155 -5.121644 1.281149 -0.032 -0.013 -0.012 0.0001
H -2.584994 -2.870731 -0.391052 0.028 0.095 0.048 -0.0075
H -1.754676 -3.572717 -1.771878 -0.089 0.005 -0.015 0.0026
H -3.497542 -2.721951 -3.075517 -0.011 0.007 0.020 0.0003
H -4.258732 -0.850170 -4.519110 0.001 -0.004 0.000 -0.0001
H -3.296232 1.425926 -4.109954 0.025 -0.001 0.004 0.0005
H -1.759081 2.789268 -2.997396 0.035 -0.022 -0.059 0.0006
H -0.458117 2.091271 -2.018272 0.025 -0.013 0.065 0.0040
H 2.964285 3.860915 0.597329 -0.002 -0.012 -0.017 -0.0033
H 5.254132 3.587892 1.444453 -0.005 -0.003 0.005 0.0043
H 5.942154 1.452949 2.521648 -0.007 0.010 0.005 0.0023
H 4.307280 -0.366303 2.790452 -0.018 -0.010 -0.011 -0.0034
F -2.142649 4.983195 -2.510555 0.010 0.008 -0.036 0.0000
C -3.256611 4.446054 -1.986031 0.014 -0.012 0.020 -0.0002
F -3.864877 3.729355 -2.953947 0.006 0.009 -0.008 -0.0001
F -4.065137 5.428096 -1.638010 -0.012 0.011 0.011 0.0000
C -2.921940 3.553205 -0.760963 0.098 -0.112 -0.028 0.0027
O -3.359779 3.830533 0.307664 -0.048 0.020 0.040 -0.0008
O -2.148982 2.482729 -0.953124 0.053 0.081 0.072 0.0191
C 4.945848 -0.900396 -2.069581 -0.048 0.014 0.014 -0.0003
N 4.185822 -2.124073 -1.822910 0.022 -0.039 -0.003 0.0023
C 3.583573 -2.561366 -3.078749 -0.025 0.049 0.036 -0.0002
N 2.751223 -1.544190 -3.721980 -0.016 -0.040 -0.036 0.0047
C 3.550770 -0.333506 -3.905176 -0.025 0.005 0.036 0.0020
N 4.155958 0.168832 -2.676848 0.025 0.024 0.011 0.0020
C 3.149467 0.670893 -1.740804 -0.027 -0.124 -0.046 0.0218
P 1.923239 -0.633625 -1.227220 0.327 0.248 -0.284 -0.0250
C 3.178356 -1.934828 -0.780177 -0.071 0.066 -0.057 0.0291
C 1.548581 -1.271806 -2.937948 0.017 0.006 0.128 0.0156
H 5.768251 -1.142446 -2.746105 0.002 -0.007 -0.006 0.0002
H 5.360199 -0.542369 -1.125386 0.015 0.001 -0.001 0.0007
H 2.977737 -3.450205 -2.892370 0.005 -0.014 -0.013 -0.0004
H 4.387586 -2.822938 -3.769446 0.011 -0.004 -0.004 0.0002
H 2.919335 0.446651 -4.335366 0.005 0.002 -0.016 -0.0004
H 4.351638 -0.561314 -4.611701 0.007 -0.011 0.003 0.0004
H 2.611648 1.512685 -2.183895 -0.006 0.006 -0.007 0.0059
H 3.651285 1.046690 -0.848918 0.011 0.025 0.010 0.0015
H 2.660575 -2.877956 -0.598253 0.002 -0.024 0.030 -0.0007
H 3.659639 -1.637823 0.153122 0.013 0.003 0.007 -0.0066
H 0.924907 -0.547748 -3.467264 -0.026 0.026 -0.001 0.0023
H 0.969196 -2.194140 -2.841530 -0.036 -0.011 -0.032 -0.0026
```
Positions in Å, forces in eV/Å.

No. 3
Here is a structure of composition C27H27I2IrN3O5S from OMol25. Energies are from the ωB97M-V functional and the def2-TZVPD basis.

The expectation value of S² is 0.810. The gap between HOMO and LUMO (spin up / spin down) comes out at 4.9 / 3.7 eV. As for the highest occupied orbital energy (spin up / spin down): -12.03 / -12.03 eV. As for the charge: +2. Its multiplicity is 2. Its LUMO energy (spin up / spin down) is -7.14 / -8.34 eV.

Structure (XYZ):
```
66
Properties=species:S:1:pos:R:3:forces:R:3:mulliken_spin:R:1
Ir 1.537108 -0.097864 -0.924532 1.380 1.358 0.324 -0.0139
C -2.195592 2.152636 2.898868 0.001 -0.231 0.529 0.0001
N -1.590092 2.112936 1.586568 0.357 -0.121 -0.372 -0.0005
C -2.057192 3.088636 0.619968 -0.057 0.216 -0.447 -0.0002
C -0.674992 1.229636 1.207368 -0.268 -0.333 0.830 -0.0011
O -0.242292 1.202536 0.051768 1.054 -0.779 -1.225 0.0052
C -0.172392 0.215436 2.235368 -0.082 0.018 0.064 -0.0012
O 0.838708 -0.537864 1.606268 0.039 -0.048 0.158 -0.0027
C 1.113108 -1.788664 2.181368 -0.126 0.048 0.038 0.0008
C 2.001508 -2.548064 1.205268 -0.608 -0.418 0.685 0.0023
O 2.391108 -2.013464 0.151568 -0.555 0.928 -1.299 -0.0106
N 2.322408 -3.794364 1.515568 0.040 0.493 -0.351 0.0010
C 3.126408 -4.583564 0.603168 0.292 -0.095 -0.399 -0.0001
C 1.920808 -4.423964 2.753668 -0.245 -0.031 0.595 -0.0002
H -2.982192 2.903936 2.891268 0.053 -0.074 0.000 0.0000
H -1.472792 2.422436 3.671368 -0.024 0.028 -0.007 0.0000
H -2.646092 1.192236 3.152768 -0.047 0.028 0.035 0.0000
H -3.106292 2.911036 0.385068 -0.031 -0.007 -0.025 0.0000
H -1.457892 2.995236 -0.282032 -0.156 0.094 0.025 0.0002
H -1.945492 4.092036 1.024668 -0.005 0.044 0.073 0.0002
H -0.999792 -0.435564 2.551068 0.029 0.128 -0.040 0.0002
H 0.224408 0.727536 3.122068 -0.120 -0.016 -0.078 0.0003
H 0.180808 -2.350864 2.339868 0.145 0.017 0.024 0.0001
H 1.620908 -1.676664 3.151468 -0.049 -0.105 -0.124 -0.0003
H 3.207708 -4.056664 -0.343532 -0.005 -0.122 0.048 0.0000
H 2.656508 -5.551064 0.435668 -0.024 0.016 0.046 0.0000
H 4.123708 -4.734564 1.014968 0.022 -0.047 0.028 0.0001
H 2.340308 -3.911564 3.620168 0.058 -0.033 0.003 0.0000
H 2.279808 -5.448764 2.757168 -0.005 0.033 -0.004 0.0000
H 0.835808 -4.441464 2.855668 -0.021 -0.070 -0.025 0.0001
I 2.482108 5.159036 -0.917832 0.531 -0.246 -0.095 0.0584
C 3.892408 3.638736 -1.140332 -0.756 0.763 0.199 0.1640
C 5.250208 3.884936 -1.207832 -0.056 0.082 -0.046 -0.0818
C 6.159008 2.845236 -1.321932 0.895 0.493 0.014 0.2442
I 8.205108 3.321836 -1.347532 -0.786 -0.181 -0.016 0.0777
C 5.715408 1.491536 -1.410232 -0.669 -0.670 -0.030 -0.0011
C 6.549708 0.372736 -1.585432 -0.161 -0.042 -0.003 0.0380
C 5.993208 -0.880464 -1.700032 -0.066 0.214 0.024 0.0038
C 4.607508 -1.025464 -1.610132 0.254 -0.514 -0.070 -0.0099
N 3.806408 0.002136 -1.419732 -1.863 -0.472 0.083 0.0125
C 4.325208 1.239336 -1.337732 0.444 0.286 -0.076 0.0927
C 3.365208 2.316036 -1.187032 0.452 -0.149 -0.171 0.1378
O 2.137608 2.081036 -1.118532 -1.153 -1.052 -0.117 0.2582
H 5.600008 4.906736 -1.179932 0.037 0.016 0.056 0.0024
H 7.619708 0.504936 -1.640832 0.079 0.009 -0.015 0.0055
H 6.613608 -1.749264 -1.854532 -0.002 -0.062 -0.019 0.0009
H 4.140208 -1.995464 -1.691632 -0.028 -0.020 0.042 -0.0026
C -8.681992 1.236936 -0.058732 -0.484 0.397 0.250 0.0001
C -7.302892 1.134336 -0.584432 0.636 -1.590 -0.606 0.0004
O -6.405292 1.910736 -0.552232 0.072 0.877 0.344 0.0003
S -7.047792 -0.551364 -1.303432 -0.546 0.278 -0.008 0.0012
C -5.348892 -0.591364 -1.723132 0.365 0.010 0.047 0.0057
C -4.670592 -1.790364 -1.453732 -0.367 0.423 0.047 -0.0026
C -3.321792 -1.886264 -1.679732 0.466 0.386 -0.276 0.0065
C -2.614692 -0.780564 -2.194332 -1.438 -0.079 -0.021 0.0018
C -3.317592 0.392736 -2.531032 0.449 -0.530 0.035 0.0049
C -4.669092 0.486636 -2.303732 -0.382 -0.226 0.077 -0.0023
C -1.220892 -0.785864 -2.227232 2.889 0.159 0.603 0.0413
C -0.003092 -0.729464 -2.043032 0.096 0.550 0.673 -0.0380
H -9.035692 2.263236 -0.134432 -0.018 0.023 -0.056 0.0000
H -8.677092 0.969536 0.999168 0.066 -0.049 0.012 0.0000
H -9.356192 0.558036 -0.577632 0.004 0.047 -0.005 0.0000
H -5.216292 -2.619564 -1.028632 -0.031 -0.070 0.033 -0.0001
H -2.784892 -2.791764 -1.440632 0.035 -0.082 -0.006 0.0000
H -2.773692 1.218736 -2.960132 0.053 0.122 -0.057 0.0002
H -5.192192 1.390736 -2.571632 -0.060 -0.019 0.047 0.0001
```
Positions in Å, forces in eV/Å.

- Among the records above, which one has the lowest multiplicity?
  C27H27I2IrN3O5S

- Which formula does entry 2 have?
  C27H27F3FeN4O2PS4

- Among the records above, which one has the highest charge?
  C27H27I2IrN3O5S